i.
DFT (ωB97M-V with the def2-TZVPD basis set) results for 2 unconnected molecules or ions with the total composition C4H9N4O.

HOMO level (alpha / beta) in eV: -12.3 / -12.3
Total charge: +1
Spin multiplicity: 1
Frontier orbital gap (alpha / beta) in eV: 8.86 / 8.86

Each atom is followed by the atoms it is bonded to, with distances in Å.
Positions of all 18 atoms, in Å:
1 C 2.431 -0.482 0.878  C2 1.557, N5 1.393, O9 1.206
2 C 2.076 -1.282 -0.410  C1 1.557, N8 1.444, H10 1.131, H11 1.126
3 C -3.003 0.080 0.966  N6 1.322, H12 1.082, H13 1.027
4 C 1.378 0.878 -0.562  N5 1.325, N8 1.281, H16 1.079
5 N 1.873 0.776 0.663  C1 1.393, C4 1.325, H14 1.043
6 N -1.854 0.662 0.668  C3 1.322, N7 1.354, H17 1.027
7 N -0.738 0.321 -0.020  N6 1.354, H15 0.993
8 N 1.551 -0.208 -1.220  C2 1.444, C4 1.281, H18 0.973
9 O 3.141 -0.798 1.800  C1 1.206
10 H 2.967 -1.864 -0.792  C2 1.131
11 H 1.228 -2.010 -0.273  C2 1.126
12 H -3.690 0.497 1.690  C3 1.082
13 H -3.107 -0.925 0.780  C3 1.027
14 H 2.061 1.543 1.343  N5 1.043
15 H -0.637 -0.588 -0.408  N7 0.993
16 H 1.071 1.757 -1.108  C4 1.079
17 H -1.698 1.546 1.167  N6 1.027
18 H 1.317 -0.231 -2.164  N8 0.973

***

ii.
DFT (ωB97M-V with the def2-TZVPD basis set) results for a gas-phase ion, C4H9N4O (charge +1).

HOMO level in eV: -13.2
Total charge: +1
Spin multiplicity: 1
Frontier orbital gap in eV: 9.05
SMILES string: CN1C[C@@H](N=O)NC1=[NH2+]

Each atom is followed by the atoms it is bonded to, with distances in Å.
Positions of all 18 atoms, in Å:
1 C -0.054 -0.323 1.696  N2 1.514, H10 1.049, H11 1.186, H12 1.182
2 N 0.038 0.174 0.269  C1 1.514, C3 1.427, C8 1.324
3 C 0.759 1.369 -0.028  N2 1.427, C4 1.686, H13 1.168, H14 1.175
4 C 0.833 1.279 -1.710  C3 1.686, N5 1.494, N7 1.419, H15 1.029
5 N 2.251 1.138 -2.159  C4 1.494, O6 1.194
6 O 3.100 1.692 -1.527  N5 1.194
7 N -0.009 0.160 -1.934  C4 1.419, C8 1.378, H16 1.001
8 C -0.250 -0.567 -0.789  N2 1.324, N7 1.378, N9 1.333
9 N -0.754 -1.802 -0.786  C8 1.333, H17 1.041, H18 0.975
10 H -0.026 0.504 2.340  C1 1.049
11 H -1.191 -0.644 1.800  C1 1.186
12 H 0.649 -1.212 2.036  C1 1.182
13 H 1.755 1.246 0.570  C3 1.168
14 H 0.174 2.244 0.494  C3 1.175
15 H 0.384 2.071 -2.189  C4 1.029
16 H 0.286 -0.277 -2.786  N7 1.001
17 H -0.849 -2.348 0.095  N9 1.041
18 H -1.514 -1.906 -1.388  N9 0.975

***

Which one is the least stable? From the structures above, ii.